72
Properties=species:S:1:pos:R:3:lowdin_charge:R:1 method="wB97M-V/def2-TZVPD" e_tot_ev=-123982.574 spin_multiplicity=1 homo_energy_ev=-7.7 orbital_gap_ev=6.51 e_above_lowest_ev=1.140 charge=0
Y -0.106 0.009 0.463 1.23
C 3.312 1.208 3.331 -0.04
C 2.784 1.057 2.048 -0.14
N 1.502 0.710 2.104 -0.05
N 1.176 0.639 3.414 -0.03
C 2.246 0.932 4.166 -0.07
B -0.268 0.337 3.893 -0.49
N -0.709 -1.100 3.477 -0.02
C -0.954 -2.138 4.285 -0.07
C -1.497 -3.166 3.537 -0.04
C -1.544 -2.652 2.244 -0.14
N -1.058 -1.412 2.203 -0.02
N -1.241 1.350 3.243 -0.03
C -2.140 2.152 3.831 -0.07
C -2.810 2.858 2.852 -0.05
C -2.247 2.408 1.656 -0.12
N -1.302 1.506 1.898 -0.05
H 4.312 1.490 3.608 0.09
H 3.253 1.194 1.087 0.08
H 2.168 0.932 5.241 0.12
H -0.307 0.426 5.090 0.12
H -0.747 -2.062 5.340 0.12
H -1.817 -4.134 3.878 0.10
H -1.914 -3.114 1.344 0.11
H -2.234 2.165 4.905 0.12
H -3.591 3.586 2.983 0.09
H -2.472 2.671 0.635 0.11
O -3.772 -1.419 -3.747 0.05
C -3.668 -0.074 -3.796 -0.27
C -4.460 0.604 -4.721 -0.02
C -4.355 1.975 -4.851 -0.09
C -3.468 2.702 -4.061 -0.09
C -2.714 2.036 -3.114 -0.02
C -2.810 0.652 -2.959 -0.08
C -2.009 0.015 -1.892 -0.46
O -1.677 0.722 -0.878 -0.26
N -1.707 -1.258 -2.066 0.05
N -0.851 -1.745 -1.086 -0.04
C -0.654 -3.006 -1.150 -0.07
C 0.181 -3.778 -0.223 -0.17
C -0.066 -5.150 -0.148 -0.03
C 0.574 -5.946 0.789 -0.07
C 1.488 -5.376 1.664 -0.07
C 1.780 -4.024 1.579 0.00
C 1.134 -3.232 0.643 -0.32
O 1.480 -1.914 0.577 -0.22
H -3.043 -1.737 -3.170 0.06
H -5.135 0.026 -5.339 0.12
H -4.970 2.485 -5.583 0.10
H -3.373 3.772 -4.183 0.10
H -2.023 2.568 -2.472 0.11
H -1.183 -3.567 -1.920 0.13
H -0.793 -5.586 -0.823 0.12
H 0.359 -7.005 0.834 0.11
H 1.983 -5.988 2.407 0.11
H 2.502 -3.556 2.236 0.12
C 2.063 4.066 -3.244 -0.24
Si 2.824 2.696 -2.241 0.06
C 3.945 1.670 -3.323 -0.23
C 3.800 3.417 -0.825 -0.23
Se 1.141 1.438 -1.508 0.41
H 2.821 4.706 -3.706 0.03
H 1.428 4.686 -2.608 0.03
H 1.436 3.647 -4.033 0.03
H 4.717 2.287 -3.793 0.03
H 3.368 1.183 -4.111 0.03
H 4.446 0.893 -2.740 0.02
H 4.552 4.118 -1.202 0.03
H 4.325 2.641 -0.264 0.01
H 3.146 3.954 -0.136 0.03
O 2.934 -0.711 -0.763 0.04
N 2.509 -1.735 -0.800 0.19

=====

90
Properties=species:S:1:pos:R:3:lowdin_charge:R:1 method="wB97M-V/def2-TZVPD" e_tot_ev=-133877.091 spin_multiplicity=1 homo_energy_ev=-5.2 orbital_gap_ev=7.12 charge=-1
C 3.062 -0.264 -0.933 -0.08
C 2.490 0.278 -2.241 -0.37
O 1.446 -0.572 -2.671 -0.28
Al -0.218 0.108 -2.690 -0.23
C -1.447 -1.271 -1.885 -0.20
Br -0.928 0.420 -4.962 0.13
P -0.486 2.064 -1.383 0.56
O -1.905 2.584 -1.513 -0.61
H 4.142 -0.137 -0.873 0.06
H 2.895 -1.333 -0.973 0.04
H 2.562 0.127 -0.049 0.07
H 3.283 0.221 -2.995 0.10
H 2.213 1.337 -2.174 0.07
H -0.816 -1.989 -1.363 -0.04
H -2.029 -1.763 -2.649 -0.02
H -2.074 -0.790 -1.141 -0.01
H 0.388 3.082 -1.879 -0.06
H -0.141 1.894 -0.013 -0.05
C -4.127 7.370 0.929 -0.02
C -2.674 6.962 1.020 -0.57
O -1.819 7.728 1.450 0.01
N -2.354 5.717 0.609 0.02
C -3.229 4.680 0.075 -0.08
H -4.225 8.388 1.293 0.08
H -4.472 7.332 -0.105 0.08
H -4.748 6.716 1.544 0.08
H -1.372 5.505 0.693 0.14
H -3.169 3.797 0.710 0.07
H -2.896 4.401 -0.920 0.06
H -4.260 5.023 0.034 0.06
C 2.984 -5.017 0.345 -0.03
C 2.879 -4.032 -0.797 -0.56
O 3.874 -3.470 -1.242 0.00
N 1.656 -3.766 -1.318 0.03
C 0.375 -4.320 -0.927 -0.07
H 4.023 -5.086 0.636 0.07
H 2.410 -4.676 1.199 0.07
H 2.638 -6.008 0.037 0.08
H 1.674 -3.087 -2.069 0.13
H -0.081 -4.826 -1.780 0.09
H -0.290 -3.515 -0.610 0.06
H 0.489 -5.029 -0.113 0.07
C -5.108 -3.877 -3.070 -0.01
C -5.175 -2.761 -2.053 -0.54
O -4.180 -2.299 -1.526 0.04
N -6.401 -2.261 -1.736 0.01
C -7.712 -2.634 -2.221 -0.09
H -4.067 -4.154 -3.210 0.08
H -5.660 -4.751 -2.719 0.08
H -5.515 -3.549 -4.027 0.08
H -6.360 -1.513 -1.061 0.11
H -8.173 -1.763 -2.689 0.08
H -8.326 -2.936 -1.371 0.08
H -7.656 -3.446 -2.939 0.07
C -7.290 1.772 -1.155 0.00
C -7.347 0.890 0.068 -0.55
O -8.038 -0.122 0.109 0.01
N -6.593 1.251 1.134 0.02
C -5.712 2.398 1.264 -0.07
H -7.939 1.351 -1.917 0.08
H -7.634 2.779 -0.919 0.08
H -6.273 1.816 -1.548 0.09
H -6.673 0.620 1.916 0.14
H -4.696 2.057 1.464 0.09
H -6.041 3.020 2.099 0.08
H -5.708 2.994 0.359 0.06
C 4.495 -2.160 1.952 0.01
C 4.350 -3.129 3.097 -0.53
O 3.729 -4.174 2.946 0.00
N 4.916 -2.806 4.288 0.01
C 5.668 -1.606 4.616 -0.08
H 3.987 -2.570 1.085 0.05
H 4.030 -1.207 2.208 0.09
H 5.542 -2.000 1.698 0.09
H 4.778 -3.503 5.003 0.13
H 6.676 -1.883 4.934 0.08
H 5.172 -1.083 5.438 0.08
H 5.735 -0.938 3.758 0.03
C 7.088 1.471 0.413 0.00
C 7.421 0.913 1.774 -0.52
O 6.608 0.273 2.424 0.02
N 8.667 1.142 2.266 0.01
C 9.756 1.871 1.645 -0.08
H 6.065 1.202 0.168 0.07
H 7.174 2.558 0.414 0.09
H 7.750 1.052 -0.345 0.09
H 8.819 0.740 3.178 0.14
H 10.618 1.212 1.527 0.08
H 10.045 2.709 2.281 0.08
H 9.467 2.251 0.672 0.07

=====

10
Properties=species:S:1:pos:R:3:lowdin_charge:R:1 method="wB97M-V/def2-TZVPD" e_tot_ev=-16179.717 spin_multiplicity=1 homo_energy_ev="-8.9 / -8.9" orbital_gap_ev="7.59 / 7.59" e_above_lowest_ev=1.807 charge=0
C 0.551 0.685 -1.274 -0.28
C 0.288 0.342 0.788 -0.72
N 0.959 1.167 -0.155 -0.08
N -0.483 -0.148 -1.218 0.10
N -0.662 -0.387 0.026 -0.32
N -1.421 -1.138 0.678 0.16
I 2.126 -0.391 1.730 0.80
H 1.086 0.878 -2.308 0.16
H -0.451 0.754 1.543 0.13
H -1.992 -1.762 0.190 0.05

=====

59
Properties=species:S:1:pos:R:3:lowdin_charge:R:1 method="wB97M-V/def2-TZVPD" e_tot_ev=-48374.213 spin_multiplicity=1 homo_energy_ev=-8.0 orbital_gap_ev=8.69 e_above_lowest_ev=0.000 charge=0
C 1.763 4.800 -1.853 -0.10
N 2.171 3.687 -1.027 -0.23
C 1.072 3.157 -0.247 -0.19
C 1.521 1.918 0.518 -0.18
N 2.630 2.237 1.401 -0.17
C 3.082 1.086 2.167 -0.20
C 2.062 0.668 3.232 -0.09
C 1.030 -0.260 2.696 -0.32
N 1.198 -1.046 1.670 0.17
C 0.003 -1.686 1.488 -0.22
C -0.392 -2.571 0.497 0.05
C -1.702 -3.023 0.520 -0.22
N -2.109 -3.839 -0.549 0.14
C -3.361 -4.050 -1.016 -0.48
O -4.396 -3.885 -0.408 0.08
C -3.358 -4.540 -2.476 -0.09
O -2.238 -4.096 -3.212 -0.06
C -1.999 -2.749 -3.286 -0.27
C -2.858 -1.761 -2.818 0.00
C -2.484 -0.430 -2.886 -0.09
C -1.257 -0.082 -3.424 -0.68
Cl -0.782 1.578 -3.473 0.68
C -0.403 -1.056 -3.919 -0.10
C -0.776 -2.383 -3.848 0.00
C -2.593 -2.635 1.528 -0.01
C -2.210 -1.752 2.517 0.00
C -0.913 -1.267 2.483 -0.16
N -0.222 -0.359 3.250 -0.03
C -0.719 0.360 4.388 -0.01
C 3.719 2.788 0.612 -0.19
C 3.256 4.034 -0.132 -0.20
H 0.977 4.468 -2.530 0.07
H 1.383 5.652 -1.266 0.09
H 2.614 5.136 -2.444 0.08
H 0.260 2.885 -0.926 0.09
H 0.692 3.909 0.470 0.13
H 0.684 1.554 1.115 0.11
H 1.799 1.128 -0.199 0.13
H 3.291 0.219 1.521 0.12
H 4.007 1.381 2.669 0.12
H 2.590 0.166 4.049 0.13
H 1.587 1.564 3.636 0.12
H 0.297 -2.866 -0.279 0.12
H -1.358 -4.068 -1.189 0.14
H -3.300 -5.632 -2.493 0.14
H -4.302 -4.237 -2.944 0.14
H -3.814 -2.007 -2.386 0.12
H -3.147 0.334 -2.512 0.11
H 0.548 -0.779 -4.344 0.11
H -0.125 -3.159 -4.218 0.12
H -3.599 -3.017 1.506 0.10
H -2.914 -1.448 3.276 0.10
H -0.847 1.421 4.154 0.10
H -0.031 0.265 5.230 0.10
H -1.684 -0.053 4.674 0.09
H 4.539 3.052 1.284 0.12
H 4.089 2.054 -0.125 0.13
H 4.085 4.434 -0.721 0.12
H 2.945 4.800 0.602 0.13

=====

13
Properties=species:S:1:pos:R:3:lowdin_charge:R:1 method="wB97M-V/def2-TZVPD" e_tot_ev=-11583.649 spin_multiplicity=1 homo_energy_ev="-7.8 / -8.2" orbital_gap_ev="7.38 / 7.71" e_above_lowest_ev=4.773 charge=0
C -0.335 -0.052 1.508 -0.14
C -1.239 0.606 0.487 -0.43
N -0.582 0.746 -0.810 -0.12
Si 1.271 -1.037 -1.517 0.73
H 0.388 0.734 1.704 0.06
H -0.831 -0.247 2.455 0.06
H 0.276 -0.859 1.173 0.01
H -2.112 -0.001 0.259 0.08
H -1.506 1.674 0.650 0.11
H 0.009 1.595 -0.728 0.01
H 1.516 -2.482 -1.178 -0.13
H 2.425 -0.117 -1.192 -0.13
H 0.720 -0.561 -2.810 -0.14

=====

45
Properties=species:S:1:pos:R:3:lowdin_charge:R:1 method="wB97M-V/def2-TZVPD" e_tot_ev=-97622.901 spin_multiplicity=1 homo_energy_ev=-7.7 orbital_gap_ev=7.26 charge=0
H 4.396 -5.832 -2.455 0.02
N 4.864 -6.316 -1.711 0.11
C 4.735 -5.800 -0.534 -0.50
N 5.463 -6.459 0.365 0.11
C 3.924 -4.652 -0.196 -0.14
C 3.536 -4.425 1.109 -0.03
C 2.734 -3.315 1.448 -0.01
C 2.347 -2.405 0.480 -0.18
C 1.664 -1.262 0.878 0.02
C 1.340 -0.285 -0.040 -0.22
C 0.593 0.895 0.336 -0.03
C 0.802 2.140 -0.200 0.01
C 0.034 3.281 0.291 -0.27
C -0.043 4.531 -0.190 -0.02
C -1.047 5.196 0.579 -0.02
C -1.398 4.344 1.590 -0.26
C -2.526 4.587 2.578 -0.12
N -3.667 5.393 2.066 -0.25
C -4.415 6.203 3.071 -0.08
C -4.472 4.824 0.941 -0.07
O -0.685 3.217 1.479 0.07
C 1.725 -0.442 -1.391 -0.06
C 2.407 -1.581 -1.842 -0.55
Br 2.908 -1.754 -3.710 0.75
C 2.735 -2.555 -0.881 -0.19
C 3.550 -3.678 -1.195 0.05
H 6.137 -7.089 -0.004 0.09
H 5.720 -5.925 1.210 0.11
H 3.671 -5.141 1.903 0.11
H 2.400 -3.214 2.490 0.12
H 1.347 -1.168 1.895 0.12
H -0.138 0.828 1.164 0.13
H 1.549 2.270 -0.957 0.11
H 0.471 4.887 -1.069 0.12
H -1.472 6.213 0.385 0.13
H -2.868 3.598 2.861 0.12
H -2.093 5.025 3.459 0.11
H -5.103 5.565 3.633 0.07
H -3.686 6.544 3.806 0.07
H -4.970 7.043 2.651 0.08
H -3.791 4.391 0.194 0.08
H -5.186 4.033 1.238 0.08
H -4.989 5.614 0.467 0.06
H 1.475 0.280 -2.158 0.10
H 3.833 -3.793 -2.222 0.05

=====

36
Properties=species:S:1:pos:R:3:lowdin_charge:R:1 method="wB97M-V/def2-TZVPD" e_tot_ev=-172711.355 spin_multiplicity=6 homo_energy_ev="-5.3 / -5.3" orbital_gap_ev="7.42 / 7.44" charge=-1 s2=8.758
Sm 0.150 0.085 -0.933 1.68
O -0.515 -0.164 1.271 -0.25
C -0.156 -1.401 2.031 -0.11
C -0.454 -2.666 1.132 -0.15
N 0.001 -2.490 -0.254 -0.25
C 1.393 -3.022 -0.366 -0.08
C 2.234 -2.266 -1.497 -0.62
O 3.262 -2.769 -1.886 0.06
O 1.735 -1.125 -1.856 -0.23
C -0.808 -3.091 -1.262 -0.13
C -1.881 -2.182 -1.965 -0.60
O -2.696 -2.774 -2.683 0.02
O -1.664 -0.899 -1.843 -0.24
H -0.716 0.576 1.879 0.02
H -0.721 -1.564 2.943 0.12
H 0.902 -1.499 2.235 0.11
H -1.526 -2.922 1.078 0.13
H 0.008 -3.572 1.601 0.13
H 1.419 -4.091 -0.571 0.13
H 1.938 -2.866 0.559 0.12
H -1.323 -4.049 -1.060 0.14
H -0.136 -3.255 -2.176 0.16
Cl -2.014 2.360 2.656 0.64
C -1.133 3.137 1.316 -0.68
C -0.891 2.475 0.108 -0.22
C -0.855 3.059 -1.148 -0.72
Cl -1.087 2.255 -2.711 0.64
C -0.803 4.494 -1.156 -0.71
Cl -1.255 5.407 -2.537 0.66
C -0.695 5.123 0.124 -0.73
Cl -0.328 6.767 0.133 0.69
C -0.700 4.472 1.363 -0.68
Cl -0.414 5.159 2.963 0.63
Se 4.378 1.008 1.896 0.46
C 3.131 1.163 0.699 -1.01
N 2.218 1.126 -0.084 -0.11

=====

175
Properties=species:S:1:pos:R:3:lowdin_charge:R:1 method="wB97M-V/def2-TZVPD" e_tot_ev=-205172.125 spin_multiplicity=1 homo_energy_ev=-8.9 orbital_gap_ev=4.35 charge=+1
C 5.221 3.531 -2.178 0.10
C 4.071 3.875 -2.437 -0.10
C 2.609 4.494 -2.463 -0.12
C 1.947 4.212 -1.069 -0.09
C 0.930 3.064 -1.027 -0.41
Br 0.449 1.960 -2.546 0.89
C 0.281 2.770 0.329 -0.02
C -0.785 1.639 0.542 -0.15
C -2.207 2.150 1.046 -0.15
C -3.244 2.446 -0.159 -0.21
N -4.293 3.374 0.326 -0.07
C -4.226 4.715 -0.310 -0.16
C -4.254 5.911 0.757 -0.09
C -3.529 5.873 2.064 -0.04
C -3.502 6.992 3.072 -0.08
C -4.282 8.238 2.775 -0.07
C -5.065 8.307 1.478 -0.01
C -5.050 7.177 0.468 -0.21
O -5.811 7.355 -0.704 -0.01
C 0.777 3.687 1.463 -0.11
N 0.211 3.410 2.786 0.12
C -0.410 4.568 3.419 -0.40
O -1.180 4.356 4.324 0.18
F -0.232 5.888 3.039 0.11
C 1.126 2.688 3.659 -0.36
O 1.222 1.499 3.484 0.18
F 1.846 3.249 4.700 0.11
N 1.707 4.678 1.328 0.21
N 2.195 4.881 0.127 -0.06
C 3.177 6.032 0.050 -0.08
C 2.438 7.442 -0.132 -0.14
C 2.459 8.011 -1.616 -0.07
C 1.081 7.641 -2.337 -0.43
O 0.004 7.619 -1.745 0.07
O 1.029 7.361 -3.718 0.05
H 6.318 3.512 -1.926 0.07
H 2.062 4.044 -3.338 0.09
H 2.762 5.591 -2.700 0.10
H -0.945 0.979 -0.359 0.09
H -0.373 0.961 1.368 0.12
H -2.146 3.025 1.775 0.09
H -2.688 1.308 1.650 0.13
H -3.685 1.450 -0.486 0.13
H -2.610 2.851 -1.010 0.10
H -5.217 2.971 0.130 0.12
H -5.103 4.875 -1.012 0.12
H -3.268 4.887 -0.909 0.12
H -2.948 4.942 2.314 0.06
H -2.905 6.909 4.028 0.09
H -4.271 9.060 3.542 0.09
H -5.641 9.256 1.297 0.10
H -5.676 8.291 -0.957 0.11
H 4.017 5.844 -0.677 0.12
H 3.671 6.086 1.079 0.15
H 1.405 7.385 0.320 0.12
H 3.038 8.181 0.500 0.13
H 2.579 9.142 -1.565 0.14
H 3.332 7.560 -2.189 0.12
H 0.114 7.049 -3.886 0.13
O -1.225 -0.697 -4.726 -0.33
P -1.354 -2.221 -4.879 0.75
N -2.649 -2.356 -3.781 -0.37
C -2.624 -2.468 -2.341 -0.12
C -3.955 -1.932 -4.270 -0.13
N 0.201 -2.534 -4.207 -0.32
C 0.499 -3.222 -2.968 -0.13
C 1.211 -1.498 -4.413 -0.15
N -1.490 -3.944 -5.168 -0.30
C -2.268 -4.946 -4.464 -0.10
C -0.482 -4.536 -6.047 -0.13
H -3.149 -3.382 -2.033 0.09
H -3.113 -1.619 -1.850 0.07
H -1.629 -2.526 -1.916 0.05
H -4.292 -2.597 -5.075 0.07
H -3.920 -0.911 -4.666 0.07
H -4.723 -1.959 -3.494 0.08
H 0.458 -2.548 -2.105 0.08
H 1.512 -3.638 -3.002 0.08
H -0.155 -4.074 -2.787 0.07
H 1.090 -0.676 -3.702 0.02
H 1.154 -1.088 -5.423 0.07
H 2.224 -1.898 -4.302 0.08
H -1.854 -5.177 -3.479 0.08
H -2.294 -5.888 -5.026 0.08
H -3.314 -4.665 -4.360 0.08
H 0.348 -4.958 -5.472 0.09
H -0.078 -3.787 -6.732 0.07
H -0.907 -5.327 -6.672 0.06
O -0.019 -3.072 2.123 -0.31
P 1.156 -3.200 3.102 0.74
N 1.029 -4.892 3.244 -0.37
C 0.181 -5.679 4.109 -0.12
C 1.535 -5.672 2.122 -0.13
N 0.368 -2.306 4.346 -0.32
C -0.061 -2.793 5.641 -0.13
C -0.579 -1.282 3.905 -0.16
N 2.561 -3.271 4.152 -0.31
C 3.081 -4.375 4.935 -0.11
C 3.147 -1.987 4.536 -0.14
H 0.801 -6.349 4.722 0.08
H -0.525 -6.298 3.547 0.09
H -0.417 -5.095 4.798 0.05
H 2.622 -5.549 2.035 0.07
H 1.081 -5.353 1.178 0.07
H 1.344 -6.741 2.235 0.08
H -1.052 -3.259 5.595 0.08
H -0.130 -1.962 6.353 0.08
H 0.643 -3.494 6.086 0.07
H -1.549 -1.715 3.638 0.08
H -0.194 -0.741 3.039 0.04
H -0.748 -0.532 4.685 0.08
H 2.459 -4.596 5.805 0.08
H 4.086 -4.150 5.312 0.08
H 3.210 -5.280 4.345 0.08
H 2.760 -1.649 5.503 0.08
H 2.923 -1.221 3.791 0.07
H 4.238 -2.045 4.601 0.08
O -1.723 -8.093 -7.645 -0.31
P -2.076 -7.913 -9.128 0.74
N -3.739 -7.707 -8.817 -0.37
C -4.770 -8.703 -8.638 -0.12
C -4.139 -6.411 -8.287 -0.13
N -1.623 -9.519 -9.552 -0.32
C -2.492 -10.583 -10.010 -0.14
C -0.542 -10.117 -8.765 -0.15
N -2.439 -7.646 -10.827 -0.31
C -3.720 -7.569 -11.502 -0.11
C -1.324 -7.804 -11.760 -0.14
H -5.574 -8.538 -9.369 0.08
H -5.214 -8.665 -7.638 0.08
H -4.432 -9.723 -8.775 0.05
H -3.967 -5.626 -9.035 0.07
H -3.567 -6.154 -7.388 0.06
H -5.198 -6.372 -8.026 0.08
H -2.952 -11.123 -9.175 0.08
H -1.917 -11.316 -10.588 0.08
H -3.273 -10.235 -10.684 0.06
H -0.903 -10.501 -7.805 0.08
H 0.248 -9.391 -8.568 0.07
H -0.071 -10.946 -9.303 0.08
H -4.206 -8.544 -11.584 0.08
H -3.603 -7.186 -12.523 0.08
H -4.400 -6.866 -11.026 0.08
H -1.303 -8.812 -12.186 0.08
H -0.371 -7.624 -11.257 0.07
H -1.380 -7.082 -12.580 0.08
O 5.432 5.648 7.462 -0.30
P 4.597 4.672 8.299 0.74
N 3.123 5.479 8.014 -0.36
C 2.548 6.612 8.701 -0.12
C 2.527 5.280 6.702 -0.15
N 5.377 5.088 9.777 -0.33
C 4.785 5.738 10.927 -0.14
C 6.773 5.519 9.674 -0.14
N 3.697 3.466 9.205 -0.31
C 2.316 3.476 9.645 -0.11
C 4.488 2.429 9.866 -0.14
H 1.552 6.345 9.083 0.08
H 2.433 7.481 8.046 0.08
H 3.123 6.954 9.553 0.05
H 2.222 4.236 6.581 0.05
H 3.236 5.522 5.901 0.07
H 1.634 5.891 6.547 0.08
H 4.785 6.829 10.827 0.08
H 5.357 5.499 11.831 0.08
H 3.770 5.399 11.132 0.06
H 6.853 6.568 9.369 0.08
H 7.320 4.910 8.954 0.07
H 7.294 5.407 10.631 0.08
H 2.146 4.174 10.468 0.08
H 2.011 2.484 10.002 0.08
H 1.622 3.696 8.836 0.07
H 4.691 2.690 10.909 0.08
H 5.444 2.288 9.357 0.07
H 3.982 1.460 9.844 0.08